P) {
  "formula": "C2H4Cl2N2",
  "method": "the ωB97M-V functional and the def2-TZVPD basis",
  "symbols": ["Cl", "Cl", "N", "N", "C", "C", "H", "H", "H", "H"],
  "coordinates": [[1.45, 0.44, -2.40], [-0.71, 1.82, 1.47], [0.13, 0.42, -1.23], [0.90, -1.37, 0.13], [0.16, -0.39, -0.09], [-0.86, 0.01, 0.97], [-0.13, 1.36, -0.90], [-1.79, -0.09, 0.56], [1.62, -1.76, -0.40], [-0.78, -0.43, 1.91]],
  "mulliken_charge": [-0.081, -0.237, -0.306, -0.576, 0.574, -0.536, 0.306, 0.300, 0.246, 0.310],
  "lumo_ev": 0.30,
  "smiles": "[H]/N=C(/CCl)NCl"
}


Q) {
  "formula": "C2H4Cl2N2",
  "method": "the ωB97M-V functional and the def2-TZVPD basis",
  "symbols": ["Cl", "Cl", "N", "N", "C", "C", "H", "H", "H", "H"],
  "coordinates": [[-0.40, 1.47, -0.96], [-2.87, -0.23, 1.39], [2.12, -0.33, -0.57], [1.90, 0.17, -1.58], [-1.06, -0.57, 0.82], [-0.25, 0.62, 0.49], [-1.23, -1.39, 0.02], [2.40, 0.11, -2.54], [0.00, 1.20, 1.33], [-0.59, -1.06, 1.59]],
  "mulliken_charge": [-0.127, -0.238, -0.227, 0.043, -0.375, -0.321, 0.283, 0.233, 0.399, 0.329],
  "lumo_ev": [-0.70, 0.19]
}


Most stable: P) (next structure +0.0877 hartree)


P) {
  "formula": "C14H21N7",
  "method": "the ωB97M-V functional and the def2-TZVPD basis",
  "symbols": ["N", "N", "N", "N", "N", "N", "N", "C", "C", "C", "C", "C", "C", "C", "C", "C", "C", "C", "C", "C", "C", "H", "H", "H", "H", "H", "H", "H", "H", "H", "H", "H", "H", "H", "H", "H", "H", "H", "H", "H", "H", "H"],
  "coordinates": [[1.04, -4.19, 0.71], [-1.84, -5.54, -5.53], [-2.01, -1.76, -0.84], [-1.33, 1.87, -4.58], [-2.93, 2.52, 1.23], [-0.37, -1.71, 4.80], [2.54, 1.72, 1.17], [1.54, -3.37, 0.03], [2.22, -2.35, -0.77], [-2.50, 3.56, 1.45], [0.50, -0.99, 4.52], [-2.03, 4.87, 1.79], [-2.04, 1.02, -4.23], [-1.36, -0.94, -0.25], [1.59, 0.00, 4.18], [-1.66, -4.68, -4.80], [-1.50, -3.59, -3.77], [3.44, 2.16, 1.84], [-0.54, 0.03, 0.49], [-3.00, -0.04, -3.81], [4.45, 2.72, 2.69], [2.01, -2.57, -1.82], [3.30, -2.38, -0.64], [-0.57, -3.71, -3.22], [-0.31, -0.41, 1.46], [-1.18, 0.87, 0.76], [1.28, 0.88, 3.62], [5.29, 2.03, 2.69], [-4.00, 0.39, -3.88], [2.31, -0.52, 3.54], [-1.72, -2.68, -4.34], [-2.38, -3.62, -3.13], [-1.25, 4.93, 2.55], [0.37, 0.36, -0.01], [-2.78, 5.58, 2.14], [-1.60, 5.32, 0.89], [-2.75, -0.48, -2.85], [-3.05, -0.90, -4.47], [4.65, 3.73, 2.31], [2.24, 0.35, 4.98], [1.77, -1.37, -0.64], [4.16, 2.90, 3.73]],
  "mulliken_charge": [-0.422, -0.360, -0.538, -0.405, -0.398, -0.373, -0.473, 0.359, -0.494, 0.400, 0.179, -0.866, 0.385, 0.371, -0.719, 0.126, -0.370, 0.486, -0.202, -0.495, -0.868, 0.243, 0.314, 0.225, 0.133, -0.054, 0.234, 0.269, 0.290, 0.268, 0.073, 0.300, 0.269, 0.312, 0.299, 0.267, 0.044, 0.178, 0.305, 0.398, 0.016, 0.294],
  "lumo_ev": -0.18,
  "smiles": "CC#N.CC#N.CC#N.CC#N.CC#N.CC#N.CC#N"
}


Q) {
  "formula": "C14H21N7",
  "method": "the ωB97M-V functional and the def2-TZVPD basis",
  "symbols": ["N", "N", "N", "N", "N", "N", "N", "C", "C", "C", "C", "C", "C", "C", "C", "C", "C", "C", "C", "C", "C", "H", "H", "H", "H", "H", "H", "H", "H", "H", "H", "H", "H", "H", "H", "H", "H", "H", "H", "H", "H", "H"],
  "coordinates": [[7.80, 4.46, 1.85], [11.57, 7.63, -4.17], [14.21, 6.34, 3.99], [14.79, 12.50, 4.00], [14.66, 0.73, 5.90], [18.27, 6.64, 5.61], [13.52, 9.75, -0.27], [14.72, 1.83, 5.58], [14.83, 3.23, 5.16], [14.10, 10.00, 3.74], [13.20, 6.66, -2.32], [13.08, 10.32, -2.83], [15.95, 6.72, 6.81], [12.99, 6.96, 1.73], [14.47, 11.38, 3.84], [8.34, 7.10, 1.81], [13.35, 10.01, -1.39], [12.28, 7.22, -3.36], [13.69, 6.66, 3.01], [17.28, 6.64, 6.13], [8.07, 5.60, 1.80], [15.46, 5.75, 6.81], [15.00, 9.38, 3.74], [16.16, 7.12, 7.81], [13.91, 9.86, -3.38], [13.63, 5.74, -2.72], [15.42, 7.51, 6.28], [13.17, 11.40, -3.00], [9.41, 7.25, 1.68], [13.95, 3.77, 5.52], [12.00, 6.52, 1.84], [12.67, 6.43, -1.40], [14.14, 7.14, -2.06], [12.95, 8.04, 1.59], [13.51, 9.75, 2.86], [15.70, 3.67, 5.64], [13.58, 6.44, 0.97], [13.55, 9.68, 4.63], [8.13, 7.59, 2.76], [14.85, 3.56, 4.12], [12.13, 9.91, -3.16], [7.73, 7.52, 1.01]],
  "mulliken_charge": [-0.353, -0.415, -0.325, -0.389, -0.357, -0.374, -0.410, 0.240, -0.656, -0.405, -0.709, -0.927, -0.376, -0.268, 0.164, -0.485, 0.412, 0.339, 0.181, 0.257, 0.276, 0.149, 0.250, 0.317, 0.305, 0.370, 0.035, 0.334, 0.048, 0.265, 0.144, 0.090, 0.338, 0.160, 0.042, 0.160, 0.138, 0.312, 0.272, 0.327, 0.274, 0.253],
  "lumo_ev": -0.28,
  "smiles": "CC#N.CC#N.CC#N.CC#N.CC#N.CC#N.CC#N"
}


Most stable: Q) (next structure +0.0088 hartree)


P) {
  "formula": "C5H7FS",
  "method": "the ωB97M-V functional and the def2-TZVPD basis",
  "symbols": ["S", "F", "C", "C", "C", "C", "C", "H", "H", "H", "H", "H", "H", "H"],
  "coordinates": [[0.36, 1.68, 0.07], [-1.02, -1.88, 0.76], [1.14, -0.86, -0.03], [-0.37, -0.80, 0.24], [-0.54, -0.43, -1.24], [0.80, 0.27, -1.02], [-0.62, 0.48, 1.04], [1.82, -0.63, 0.83], [1.40, -1.80, -0.55], [-0.26, 0.39, 2.07], [-0.45, -1.33, -1.90], [-1.39, 0.17, -1.57], [-1.68, 0.74, 1.04], [1.46, 0.54, -1.83]],
  "mulliken_charge": [-0.214, -0.388, -0.709, 0.545, -0.749, -0.112, -0.744, 0.267, 0.305, 0.383, 0.295, 0.281, 0.380, 0.458],
  "lumo_ev": 0.86
}


Q) {
  "formula": "C5H7FS",
  "method": "the ωB97M-V functional and the def2-TZVPD basis",
  "symbols": ["S", "F", "C", "C", "C", "C", "C", "H", "H", "H", "H", "H", "H", "H"],
  "coordinates": [[-2.21, -0.06, -0.22], [2.41, -0.13, -0.71], [0.64, -1.18, 0.54], [-0.53, -0.64, -0.28], [-0.70, 0.65, 0.42], [0.60, 1.34, 0.10], [1.57, 0.06, 0.38], [0.73, 1.66, -0.95], [-0.24, -0.39, -1.33], [2.17, 0.23, 1.30], [1.18, -2.02, 0.13], [0.91, 2.19, 0.70], [-0.80, 0.44, 1.52], [0.30, -1.35, 1.57]],
  "mulliken_charge": [-0.145, -0.331, -0.824, -0.084, 0.043, -0.913, 0.337, 0.290, 0.192, 0.330, 0.329, 0.300, 0.186, 0.289],
  "lumo_ev": 0.96,
  "smiles": "FC1C[C@H]2S[C@@H]2C1"
}


Most stable: P) (next structure +0.0762 hartree)


P) {
  "formula": "C3H9N2OS",
  "method": "the ωB97M-V functional and the def2-TZVPD basis",
  "symbols": ["S", "O", "N", "N", "C", "C", "C", "H", "H", "H", "H", "H", "H", "H", "H", "H"],
  "coordinates": [[0.92, -0.33, -0.39], [0.16, -1.51, -0.52], [1.87, -0.13, -1.51], [-0.43, 0.88, -0.33], [-0.85, 1.52, -1.29], [1.70, -0.42, 1.34], [-2.28, -0.58, 0.72], [-1.67, -1.43, 0.81], [-0.38, 1.80, -2.19], [1.18, 0.15, 2.20], [1.52, -1.52, 1.53], [2.78, -0.17, 1.19], [-2.54, 0.06, 1.55], [-2.69, -0.57, -0.30], [2.65, 0.41, -1.37], [-1.92, 1.83, -1.42]],
  "lowdin_spin": [-0.007, 0.021, 0.330, 0.529, 0.101, 0.010, 0.792, 0.046, 0.035, 0.001, -0.001, 0.000, 0.047, 0.043, 0.013, 0.040],
  "lumo_ev": [-5.02, -8.73],
  "charge": 1,
  "spin_multiplicity": 3,
  "s2": 2.027
}


Q) {
  "formula": "C3H9N2OS",
  "method": "the ωB97M-V functional and the def2-TZVPD basis",
  "symbols": ["S", "O", "N", "N", "C", "C", "C", "H", "H", "H", "H", "H", "H", "H", "H", "H"],
  "coordinates": [[3.89, -0.11, 0.25], [-2.99, -0.63, 0.64], [-1.72, -2.44, 0.04], [-1.04, 1.12, -0.30], [-0.81, -0.13, -0.02], [-0.01, 2.07, -0.62], [-1.96, -1.08, 0.31], [-2.48, -3.08, 0.29], [-0.01, 3.16, -0.48], [0.19, -0.33, 0.01], [5.12, -0.23, 0.66], [0.01, 1.92, -1.70], [3.65, -0.61, 1.47], [0.93, 1.61, -0.43], [-2.00, 1.53, -0.20], [-0.77, -2.78, 0.08]],
  "lowdin_spin": [0.000, 0.732, 0.226, 0.315, 0.366, 0.029, 0.268, 0.004, 0.005, 0.026, 0.000, 0.015, 0.000, 0.004, 0.005, 0.004],
  "lumo_ev": [-2.92, -9.06],
  "charge": 1,
  "spin_multiplicity": 3,
  "s2": 2.011
}


Most stable: Q) (next structure +0.1376 hartree)


P) {
  "formula": "CNO4S",
  "method": "the ωB97M-V functional and the def2-TZVPD basis",
  "symbols": ["S", "O", "O", "O", "O", "N", "C"],
  "coordinates": [[-0.68, -0.36, -2.06], [-0.08, -0.21, 0.67], [1.14, 1.28, 1.57], [0.13, -2.35, -0.50], [-0.50, 1.90, 0.34], [0.19, 1.03, 0.85], [-0.19, -1.29, -0.87]],
  "mulliken_charge": [-0.407, -0.509, -0.618, -0.423, -0.572, 0.947, 0.581],
  "lumo_ev": 3.56,
  "charge": -1
}


Q) {
  "formula": "CNO4S",
  "method": "the ωB97M-V functional and the def2-TZVPD basis",
  "symbols": ["S", "O", "O", "O", "O", "N", "C"],
  "coordinates": [[0.05, -1.21, -0.13], [1.54, 1.00, -0.71], [-2.63, -0.66, -0.09], [2.54, -0.40, 0.59], [-1.37, 1.18, 0.33], [1.62, 0.00, -0.07], [-1.76, 0.10, 0.08]],
  "mulliken_charge": [-0.361, -0.491, -0.502, -0.552, -0.473, 0.717, 0.662],
  "lumo_ev": 3.86,
  "charge": -1,
  "smiles": "O=C([O-])S[N+](=O)[O-]"
}


Most stable: Q) (next structure +0.0388 hartree)


P) {
  "formula": "C7H16N2O2",
  "method": "the ωB97M-V functional and the def2-TZVPD basis",
  "symbols": ["O", "O", "N", "N", "C", "C", "C", "C", "C", "C", "C", "H", "H", "H", "H", "H", "H", "H", "H", "H", "H", "H", "H", "H", "H", "H", "H"],
  "coordinates": [[2.91, -1.15, -0.52], [3.11, 3.27, 1.41], [0.92, -0.59, -0.29], [1.75, -1.06, -1.10], [-1.60, -1.05, -0.08], [1.92, 1.17, 0.54], [-3.00, -1.02, -0.60], [2.45, 2.06, 1.66], [-3.23, -1.44, -2.00], [-0.48, -0.26, -0.82], [1.50, -0.09, 1.04], [1.55, 2.41, 2.06], [-1.83, -0.75, 1.13], [-0.28, -0.78, -1.77], [-3.31, 0.04, -0.46], [-0.41, 0.98, -1.11], [3.23, 1.56, 2.30], [0.52, 0.09, 1.69], [-2.82, -2.48, -1.92], [2.65, 0.90, -0.30], [-3.61, -1.80, 0.00], [1.96, -0.89, 1.54], [-2.83, -0.91, -2.78], [-4.30, -1.65, -2.04], [-1.01, -2.06, -0.11], [0.99, 1.83, 0.33], [3.26, 3.67, 2.21]],
  "mulliken_charge": [-0.540, -0.522, 0.780, -0.403, -0.234, -0.009, -0.468, -0.775, -1.289, -0.708, -0.555, 0.362, 0.176, 0.387, 0.327, 0.280, 0.267, 0.191, 0.297, 0.348, 0.257, 0.381, 0.421, 0.328, 0.358, 0.030, 0.312],
  "lumo_ev": 0.68,
  "smiles": "CCCCN(CCCO)N=O"
}


Q) {
  "formula": "C7H16N2O2",
  "method": "the ωB97M-V functional and the def2-TZVPD basis",
  "symbols": ["O", "O", "N", "N", "C", "C", "C", "C", "C", "C", "C", "H", "H", "H", "H", "H", "H", "H", "H", "H", "H", "H", "H", "H", "H", "H", "H"],
  "coordinates": [[-1.81, 0.75, -3.87], [1.02, -0.94, -2.30], [-0.47, -0.80, -2.50], [0.90, -0.99, 0.59], [0.48, -0.03, 1.40], [-0.20, -0.23, 2.74], [-1.53, -0.39, -1.59], [0.76, 1.41, 0.90], [-1.15, 0.50, -2.72], [-0.94, -1.57, 2.67], [1.91, 1.77, -0.04], [-1.20, -0.09, -0.64], [-0.11, -2.39, 2.43], [0.65, -0.46, 3.46], [2.74, 1.45, 0.49], [-1.57, -1.64, 3.56], [1.90, 2.77, -0.47], [0.76, 2.08, 1.70], [-1.52, -1.56, 1.76], [0.87, -1.99, 0.92], [-2.63, 0.20, -3.94], [-0.63, -1.64, -3.10], [-0.36, 1.23, -2.69], [-0.76, 0.61, 3.07], [1.14, -0.90, -1.32], [-0.16, 1.69, 0.41], [1.90, 1.15, -0.90]],
  "mulliken_charge": [-0.534, -0.488, 0.043, -0.581, 0.536, -0.390, -0.513, -0.608, 0.178, -1.070, -1.270, -0.038, 0.214, 0.255, 0.422, 0.350, 0.355, 0.484, 0.316, 0.130, 0.356, 0.245, 0.304, 0.425, 0.347, 0.309, 0.223],
  "lumo_ev": 0.79
}


Most stable: Q) (next structure +0.0235 hartree)